Molecular formula: C22H28CeFN7O6S
Method: DFT, ωB97M-V/def2-TZVPD

Atoms and positions in Å:
C: 0.111 2.692 0.656
C: 1.807 5.002 4.614
C: 2.309 4.558 1.888
H: -3.055 -6.249 -6.000
H: 3.268 4.072 2.080
C: -0.880 0.376 5.110
H: 2.639 4.344 4.917
Ce: -1.498 -2.510 -2.877
C: -0.468 1.608 0.050
C: 0.807 -0.555 -4.097
H: 1.451 5.403 5.576
S: -3.387 -4.031 -4.456
O: -1.326 -4.432 1.012
C: -0.597 -0.001 -4.439
H: -1.212 -1.820 4.615
H: 1.434 -0.535 -5.019
C: 0.742 4.231 3.863
C: 0.395 1.445 2.672
O: -0.719 1.185 -4.696
H: 2.171 4.442 0.776
H: 0.421 3.369 4.420
H: 2.934 6.646 1.801
H: 1.895 -4.082 -2.578
H: 1.265 -0.095 4.789
O: -1.885 -3.510 -0.948
F: 0.080 3.896 0.078
C: -0.739 -0.917 4.269
H: -0.160 4.838 3.720
C: 2.199 6.014 2.323
H: 0.824 1.381 3.664
C: -2.816 -4.242 -6.093
H: -2.210 -3.309 -7.845
C: 0.333 -0.480 5.241
C: -1.110 -2.074 0.859
H: 1.984 7.054 4.116
C: 0.687 -3.015 -4.128
H: -2.437 -5.708 -7.589
N: 0.040 -5.058 -2.969
O: -0.112 -3.222 -5.091
C: -0.816 -2.003 2.228
O: -1.619 -0.807 -4.383
C: -1.134 -0.831 0.114
H: 3.409 6.172 3.956
N: 2.380 6.137 3.791
H: 1.180 6.409 2.152
H: 1.744 -4.810 -4.258
C: 1.224 -4.316 -3.436
N: -0.507 -0.805 2.914
H: 0.168 -5.549 -2.093
C: -0.261 0.348 2.141
N: -2.518 -3.181 -6.880
N: 1.287 3.757 2.562
C: -1.423 -3.442 0.301
H: 1.270 0.045 -3.328
H: -2.210 -2.333 -6.374
H: -0.884 1.299 4.539
N: -2.788 -5.481 -6.628
H: -0.323 -5.658 -3.719
C: 0.609 2.657 1.991
H: 0.410 -1.069 6.176
N: 0.935 -1.867 -3.504
H: -0.799 -2.870 2.907
O: -1.469 -0.760 -1.157
H: -1.637 0.205 5.899
H: -0.740 1.642 -1.003
C: -0.675 0.403 0.805

**HOMO (alpha / beta)**: -9.4135 / -9.4522 eV
**Total charge**: +1
**Spin multiplicity**: 2
**Orbital gap (alpha / beta)**: 5.8 / 5.8 eV
**Relative energy (zero: lowest compared OMol25 entry of this formula, charge and spin)**: 0.0 kJ/mol
**LUMO level (alpha / beta)**: -3.6 / -3.6 eV
**M**: 677.69 g/mol


Molecular formula: C22H28ClF3GdN2O4
Method: DFT, ωB97M-V/def2-TZVPD

Atoms and positions in Å:
H: 3.139 -3.515 1.730
C: -1.364 -0.013 -4.087
H: -2.004 3.303 -1.785
H: -2.268 2.278 -0.343
H: -0.580 3.123 -3.861
H: -2.381 -3.111 -4.003
C: -1.655 -2.522 -1.222
H: -1.430 -2.313 -5.253
C: -1.427 1.202 -3.403
H: -1.390 2.307 -5.227
H: 1.335 5.373 0.198
H: -0.471 -4.510 2.136
H: -2.058 -3.346 -1.823
C: -0.665 0.270 4.975
F: -1.014 1.570 5.200
C: -0.421 -3.002 -0.528
C: -1.437 2.501 -4.153
C: -1.469 -2.523 -4.182
F: 0.387 -0.012 5.774
O: 0.248 4.037 -0.991
H: 1.143 -4.678 2.864
H: -2.348 -2.324 -0.387
C: 0.604 3.989 2.305
C: -0.337 2.933 -0.547
N: 0.234 2.367 0.504
C: -1.622 -0.027 -1.334
O: 0.930 0.160 3.120
C: 1.379 4.316 -0.095
C: -1.445 -1.236 -3.415
C: -0.303 0.109 3.456
H: 2.158 -4.343 -0.544
H: -0.611 -3.152 -3.908
H: 2.773 -2.150 0.647
C: -1.598 2.470 -1.197
H: 2.347 2.028 2.362
F: -1.700 -0.526 5.325
Cl: 2.285 -0.052 -0.785
H: 3.265 3.397 1.667
C: 1.210 3.339 1.068
C: -1.531 -1.243 -2.020
Gd: 0.420 -0.032 0.879
H: 1.343 4.641 2.784
H: 1.105 -5.484 0.359
O: -1.243 -0.036 2.627
H: 0.285 3.222 3.020
C: 1.087 -3.405 1.124
C: -1.508 1.195 -2.007
C: 2.403 -2.740 1.491
C: 2.498 2.641 1.464
H: 2.278 -2.083 2.365
H: -0.265 4.592 2.029
H: 2.846 2.004 0.645
N: 0.155 -2.419 0.510
H: -1.312 -0.008 -5.178
H: -1.947 -0.029 -0.281
H: -2.347 3.091 -3.975
C: 1.218 -4.448 0.013
O: 0.123 -4.148 -0.915
H: 0.209 -3.172 3.089
H: 2.297 4.119 -0.666
C: 0.451 -3.977 2.385

**HOMO (alpha / beta)**: 0.2985 / -0.9191 eV
**Total charge**: -1
**Spin multiplicity**: 8
**Orbital gap (alpha / beta)**: 2.4 / 3.6 eV
**LUMO level (alpha / beta)**: 2.7 / 2.6 eV
**M**: 634.17 g/mol


Molecular formula: C22H28ClNOP
Method: DFT, ωB97M-V/def2-TZVPD

Atoms and positions in Å:
C: -1.218 -6.676 -3.463
H: 1.806 2.563 -0.450
H: 1.687 4.234 -1.046
C: 0.846 -2.083 -1.693
H: -1.278 -2.303 -1.906
C: 1.649 4.002 1.117
C: 0.855 -7.228 -2.381
H: 1.176 2.038 1.865
C: 0.279 -0.887 0.746
Cl: 5.104 5.096 3.807
H: 6.748 2.461 1.996
H: -5.190 4.582 -0.317
H: 3.685 3.985 0.411
H: 1.067 -2.546 -2.647
C: -3.771 1.450 1.429
C: 1.345 3.531 -0.295
H: -1.950 -6.862 -4.239
H: 2.401 -0.670 0.965
H: 1.115 3.331 3.106
H: -2.891 3.824 -0.814
H: 0.270 3.400 -0.396
H: -1.782 -1.231 0.263
C: -3.502 3.276 -0.109
H: -0.635 -4.604 -0.851
H: 1.743 -7.843 -2.314
H: 0.058 -0.415 1.695
H: -1.985 1.816 0.299
H: 3.422 5.006 1.813
C: -1.415 -5.643 -2.557
C: -2.992 2.149 0.518
C: 3.197 4.025 1.393
C: -0.472 -1.945 -1.278
H: 2.906 -1.733 -1.209
C: -4.793 3.701 0.170
C: -5.576 2.997 1.075
H: -0.145 3.182 1.907
H: 1.274 5.004 1.317
H: -5.672 1.325 2.415
P: 4.976 3.082 3.028
C: 1.596 -1.028 0.335
C: -0.084 -7.470 -3.373
C: -0.754 -1.344 -0.060
C: -5.064 1.872 1.706
C: 0.657 -6.197 -1.473
C: -0.480 -5.406 -1.559
N: 3.600 2.927 2.255
H: 1.388 -6.007 -0.698
C: 0.932 3.069 2.076
C: 1.879 -1.626 -0.886
H: -3.370 0.574 1.924
H: 0.069 -8.277 -4.078
H: -2.298 -5.021 -2.628
O: 6.176 3.219 1.804
H: -6.585 3.326 1.289

**HOMO**: -3.8249 eV
**Total charge**: -1
**Orbital gap**: 6.2 eV
**LUMO level**: 2.3 eV
**M**: 388.90 g/mol


Molecular formula: C22H28CuN2O3S2Sb
Method: DFT, ωB97M-V/def2-TZVPD

Atoms and positions in Å:
C: 1.628 -2.882 -2.323
H: 1.350 -3.660 -1.623
H: 6.794 3.023 2.080
H: -4.250 -1.590 0.980
C: 1.608 1.750 2.154
C: 1.252 -3.325 -3.802
C: -1.423 -1.614 -2.441
O: 1.104 1.838 0.955
C: -1.739 -1.079 -3.891
H: -4.866 0.634 -0.817
H: 1.692 -4.292 -4.035
H: 2.994 0.751 -1.961
C: -2.614 -1.500 4.417
C: -0.686 -0.186 3.681
H: 3.334 0.922 -3.589
C: -3.889 -1.415 1.974
C: 5.730 2.894 2.190
H: -2.645 -1.577 -4.256
H: -5.066 1.446 0.733
C: -2.675 2.176 -1.459
H: -1.834 0.021 -3.901
O: -3.321 1.921 -0.301
N: -0.210 0.651 2.825
C: -4.650 1.575 -0.348
S: -3.554 2.418 -2.930
H: -2.185 -1.299 -1.655
C: -3.858 -2.066 4.303
H: 2.779 3.615 0.700
C: -2.623 -0.720 2.107
H: 0.994 0.872 -3.621
H: 2.713 -2.674 -2.270
C: 3.039 2.198 2.291
H: -4.430 -2.515 5.168
C: 3.955 1.497 3.108
H: -5.204 2.421 -0.836
C: -4.477 -2.014 3.051
H: 1.558 -2.455 -4.511
H: 3.557 0.718 3.710
Cu: -0.633 1.052 0.902
C: -1.954 -0.840 3.375
O: -2.220 -0.120 1.027
H: -1.579 -2.659 -2.437
C: 5.295 1.793 3.038
S: -0.990 2.268 -1.249
H: -0.067 -0.473 4.557
C: 2.953 0.232 -2.888
H: -5.497 -2.323 2.878
C: 4.844 3.478 1.367
C: 3.480 3.139 1.406
H: -0.917 -1.402 -4.566
C: 1.508 -0.023 -3.360
H: 3.627 -0.625 -2.960
Sb: 0.522 -1.097 -1.770
H: 5.285 4.248 0.745
H: 0.165 -3.428 -3.853
N: 1.021 1.213 3.160
H: -2.122 -1.614 5.345
H: 6.077 1.312 3.656
H: 1.322 -0.611 -4.232

**HOMO (alpha / beta)**: -4.8450 / -4.8860 eV
**Total charge**: -1
**Spin multiplicity**: 2
**Orbital gap (alpha / beta)**: 7.6 / 7.3 eV
**Relative energy (zero: lowest compared OMol25 entry of this formula, charge and spin)**: 127.6 kJ/mol
**LUMO level (alpha / beta)**: 2.8 / 2.4 eV
**M**: 617.92 g/mol